[1]
Entry from the OMol25 dataset: the molecule C3H4N2O (ωB97M-V/def2-TZVPD).

Calculated values
- strongest force on any atom (eV/A) = 0.6
- relative energy (zero: lowest compared OMol25 entry of this formula, charge and spin) (eV) = 2.739
- Kohn-Sham gap (eV) = 9.482
- lowest unoccupied orbital energy (eV) = -0.1

Each line ends with the Mulliken charge.
Cartesian coordinates (Å):
O 2.035 -0.137 0.157  -0.473
C 0.703 -0.296 -0.176  0.362
C -0.405 -0.081 0.803  -0.235
C -1.454 0.245 0.045  -0.468
N -1.060 0.409 -1.324  -0.266
N 0.176 0.248 -1.449  -0.241
H 2.248 0.790 0.313  0.337
H 0.612 -1.331 -0.541  0.196
H -0.356 -0.229 1.875  0.357
H -2.497 0.383 0.297  0.430

[2]
Entry from the OMol25 dataset: a structure of composition C27H26BBrN3O4SeV (ωB97M-V/def2-TZVPD).

Calculated values
- total charge = +2
- strongest force on any atom (eV/A) = 4.2
- relative energy (zero: lowest compared OMol25 entry of this formula, charge and spin) (eV) = 1.000
- Kohn-Sham gap (alpha / beta) (eV) = 4.533 / 4.533
- lowest unoccupied orbital energy (alpha / beta) (eV) = -8.6 / -8.6

Each line ends with the Mulliken charge.
Cartesian coordinates (Å):
V -2.174 0.323 -1.566  0.947
O -1.041 3.733 2.223  -0.567
C -1.933 4.421 1.456  0.804
C -2.383 5.691 1.783  -0.733
C -3.324 6.311 0.982  -0.576
C -3.814 5.680 -0.151  -0.904
C -3.353 4.421 -0.497  -0.229
C -2.411 3.794 0.301  -0.304
C -1.845 2.419 0.017  0.929
O -2.021 1.871 -1.197  -0.431
N -2.412 1.435 0.939  -0.492
N -2.480 0.211 0.437  0.318
C -2.869 -0.798 1.159  0.019
C -3.018 -2.088 0.603  -0.068
Br -2.764 -2.060 -1.350  -0.141
C -3.345 -3.271 1.194  -0.594
C -3.440 -3.599 2.586  0.777
C -4.157 -4.765 2.931  -0.522
C -4.235 -5.189 4.241  -0.648
C -3.586 -4.478 5.243  -0.403
C -2.881 -3.320 4.927  -0.732
C -2.804 -2.887 3.620  -0.280
H -0.722 4.307 2.935  0.352
H -1.984 6.186 2.657  0.346
H -3.680 7.292 1.249  0.426
H -4.545 6.172 -0.771  0.426
H -3.709 3.924 -1.390  0.404
H -0.746 2.489 0.187  0.348
H -2.418 1.611 1.943  0.289
H -3.163 -0.656 2.199  0.735
H -3.544 -4.098 0.523  0.380
H -4.663 -5.324 2.160  0.372
H -4.783 -6.086 4.484  0.404
H -3.603 -4.837 6.261  0.413
H -2.368 -2.776 5.706  0.408
H -2.179 -2.040 3.387  0.554
Se -2.316 0.086 -6.155  0.181
C -2.238 0.185 -4.476  0.193
N -2.177 0.247 -3.280  -0.965
C 6.410 -0.128 -3.084  -1.560
C 5.630 -1.114 -2.193  1.916
C 6.409 -1.354 -0.886  -1.550
C 5.513 -2.446 -2.934  -2.054
C 4.288 -0.500 -1.856  0.423
C 4.272 0.723 -1.158  -0.594
C 3.111 1.370 -0.784  -1.874
C 1.925 0.758 -1.143  0.787
O 0.633 1.143 -0.923  -0.172
B -0.154 0.187 -1.511  0.900
O 0.600 -0.802 -2.073  -0.405
C 1.913 -0.455 -1.853  0.558
C 3.077 -1.101 -2.212  -0.921
H 7.370 -0.558 -3.354  0.450
H 6.594 0.819 -2.585  0.335
H 5.851 0.067 -3.997  0.392
H 7.369 -1.810 -1.112  0.449
H 5.851 -2.026 -0.240  0.388
H 6.596 -0.433 -0.343  0.334
H 6.508 -2.831 -3.140  0.424
H 5.001 -2.324 -3.885  0.412
H 4.988 -3.186 -2.334  0.416
H 5.210 1.188 -0.902  0.420
H 3.127 2.306 -0.251  0.496
H 3.033 -2.032 -2.749  0.595

[3]
Entry from the OMol25 dataset: the ion C7H10NO2 with charge +1 (ωB97M-V/def2-TZVPD).

Calculated values
- total charge = +1
- strongest force on any atom (eV/A) = 5.5
- relative energy (zero: lowest compared OMol25 entry of this formula, charge and spin) (eV) = 4.584
- Kohn-Sham gap (eV) = 9.417
- lowest unoccupied orbital energy (eV) = -3.3

Each line ends with the Mulliken charge.
Cartesian coordinates (Å):
C 0.496 -0.301 2.653  -0.184
C 1.568 0.697 2.221  -0.478
C -0.498 -0.829 1.978  -0.228
C 1.516 1.401 1.065  -0.137
C -0.723 -0.828 -2.136  -0.598
C -1.489 0.475 -1.825  -0.419
C -0.226 0.131 0.001  0.091
N 0.273 -0.958 -1.041  -0.109
O 0.774 1.169 -0.028  -0.367
O -1.498 0.537 -0.413  -0.368
H 0.610 -0.515 3.682  0.395
H 2.279 0.904 3.008  0.365
H -1.437 -1.303 1.667  0.462
H 2.167 2.156 0.826  0.459
H -1.506 -1.611 -2.113  0.301
H -0.378 -0.684 -3.088  0.361
H -0.972 1.416 -2.114  0.296
H -2.553 0.700 -2.145  0.355
H 0.420 -1.959 -0.706  0.390
H 1.179 -0.597 -1.493  0.413